[1]
Density functional theory data (wB97M-V/def2-TZVPD) for the molecule C6H10.

Structure (ORCA input):
```
! wB97M-V def2-TZVPD RIJCOSX def2/J DEFGRID3
* xyz 0 1
C -0.766 2.018 0.362
C -0.210 0.766 0.900
C 0.052 -0.324 -1.071
C -0.699 -0.498 0.262
C 0.343 -1.580 0.620
C 1.338 -0.760 -0.249
H -1.519 2.004 -0.443
H 0.055 2.696 0.079
H -1.177 2.468 1.273
H -0.150 0.602 -1.626
H -0.107 -1.158 -1.754
H -1.787 -0.675 0.283
H 0.547 -1.712 1.685
H 0.149 -2.548 0.146
H 2.077 -1.267 -0.858
H 1.855 -0.032 0.390
*
```

Summary:
- HOMO-LUMO gap (eV) = 8.2
- E (Eh) = -234.43027
- LUMO level (eV) = 0.411
- energy relative to the best compared isomer or geometry (same formula, charge and spin) (eV) = 4.687

[2]
Density functional theory data (wB97M-V/def2-TZVPD) for the molecule C6H10.

Structure (ORCA input):
```
! wB97M-V def2-TZVPD RIJCOSX def2/J DEFGRID3
* xyz 0 1
C 2.061 0.637 -0.007
C 0.773 0.217 0.673
C -0.661 -0.641 -0.622
C -1.866 -1.445 -0.274
C -0.551 0.697 -0.296
C -1.151 1.873 -0.290
H 2.190 0.118 -0.964
H 2.047 1.710 -0.211
H 2.928 0.398 0.619
H 0.848 -0.809 1.050
H 0.501 0.829 1.534
H 0.179 -1.151 -1.093
H -1.852 -1.752 0.781
H -2.752 -0.813 -0.409
H -1.935 -2.355 -0.878
H -0.859 2.560 0.516
*
```

Summary:
- HOMO-LUMO gap (alpha / beta) (eV) = 7.2 / 7.2
- E (Eh) = -234.40932
- LUMO level (alpha / beta) (eV) = -0.118 / -0.120
- energy relative to the best compared isomer or geometry (same formula, charge and spin) (eV) = 5.257

[3]
Density functional theory data (wB97M-V/def2-TZVPD) for a cluster of 2 separate species, C6H10 in total.

Structure (ORCA input):
```
! wB97M-V def2-TZVPD RIJCOSX def2/J DEFGRID3
* xyz 0 1
C 0.635 -0.999 -0.918
C -0.562 -1.214 -0.369
C -1.258 0.067 -0.045
C -0.577 0.958 0.964
C -0.309 1.157 -0.498
C 0.922 0.477 -1.100
H 1.347 -1.773 -1.193
H -0.987 -2.191 -0.156
H -2.335 0.149 -0.167
H -1.193 1.708 1.455
H 0.205 0.532 1.589
H -0.692 2.058 -0.970
H 1.039 0.726 -2.163
H 1.854 0.778 -0.600
H 1.581 -1.258 2.352
H 1.414 -1.426 1.646
*
```

Summary:
- HOMO-LUMO gap (eV) = 10.1
- E (Eh) = -234.53211
- LUMO level (eV) = 1.303
- energy relative to the best compared isomer or geometry (same formula, charge and spin) (eV) = 1.916
- SMILES = C1=C[C@H]2C[C@H]2C1.[H][H]

[4]
Density functional theory data (wB97M-V/def2-TZVPD) for the molecule C6H10.

Structure (ORCA input):
```
! wB97M-V def2-TZVPD RIJCOSX def2/J DEFGRID3
* xyz 0 1
C -0.227 -1.366 3.314
C -0.292 -1.353 2.110
C -0.430 -1.269 0.648
C 0.437 -0.191 -0.029
C -0.349 0.601 -1.082
C 0.499 1.642 -1.806
H -0.216 -1.364 4.387
H -1.481 -1.031 0.420
H -0.249 -2.247 0.186
H 1.312 -0.661 -0.496
H 0.819 0.491 0.737
H -1.198 1.099 -0.592
H -0.790 -0.085 -1.819
H 0.939 2.350 -1.094
H -0.092 2.217 -2.527
H 1.319 1.167 -2.357
*
```

Summary:
- HOMO-LUMO gap (eV) = 11.0
- E (Eh) = -234.54587
- LUMO level (eV) = 1.138
- energy relative to the best compared isomer or geometry (same formula, charge and spin) (eV) = 1.541
- SMILES = C#CCCCC

[5]
Density functional theory data (wB97M-V/def2-TZVPD) for the molecule C6H10.

Structure (ORCA input):
```
! wB97M-V def2-TZVPD RIJCOSX def2/J DEFGRID3
* xyz 0 1
C -1.226 -0.136 -1.531
C -1.426 -0.838 -0.421
C -0.951 -0.512 0.969
C 0.192 0.520 1.090
C 1.442 0.044 0.394
C 2.082 0.696 -0.570
H -0.551 0.714 -1.570
H -1.737 -0.413 -2.449
H -2.149 -1.653 -0.419
H -0.633 -1.436 1.478
H -1.844 -0.171 1.486
H -0.118 1.486 0.673
H 0.416 0.701 2.153
H 1.806 -0.942 0.693
H 1.754 1.680 -0.906
H 2.943 0.259 -1.071
*
```

Summary:
- HOMO-LUMO gap (eV) = 10.6
- E (Eh) = -234.56208
- LUMO level (eV) = 1.217
- energy relative to the best compared isomer or geometry (same formula, charge and spin) (eV) = 1.100
- SMILES = C=CCCC=C

[6]
Density functional theory data (wB97M-V/def2-TZVPD) for a structure of composition C6H10 in a non-equilibrium geometry.

Structure (ORCA input):
```
! wB97M-V def2-TZVPD RIJCOSX def2/J DEFGRID3
* xyz 0 1
C 0.975 0.632 1.981
C -0.033 0.454 1.013
C 0.496 -0.743 0.357
C -0.582 -1.276 -0.692
C -0.791 -0.104 -1.556
C -0.550 1.001 -2.100
H 1.226 -0.240 2.479
H 0.550 1.379 2.780
H 1.907 1.317 1.549
H -0.887 0.251 1.623
H -0.476 1.103 0.176
H 1.529 -0.517 -0.022
H 0.793 -1.419 1.290
H -0.235 -2.088 -1.250
H -1.504 -1.733 -0.095
H 0.007 2.162 -2.556
*
```

Summary:
- HOMO-LUMO gap (eV) = 10.5
- E (Eh) = -234.40249
- LUMO level (eV) = 1.009
- energy relative to the best compared isomer or geometry (same formula, charge and spin) (eV) = 5.443

[7]
Density functional theory data (wB97M-V/def2-TZVPD) for the molecule C6H10.

Structure (ORCA input):
```
! wB97M-V def2-TZVPD RIJCOSX def2/J DEFGRID3
* xyz 0 1
C 2.221 0.048 0.139
C 0.724 0.102 0.004
C -0.012 1.177 -0.280
C -1.488 0.868 -0.348
C -1.571 -0.528 0.306
C -0.157 -1.122 0.156
H 2.716 0.616 -0.656
H 2.545 0.472 1.096
H 2.591 -0.981 0.100
H 0.396 2.165 -0.482
H -2.105 1.610 0.174
H -1.832 0.849 -1.393
H -1.797 -0.410 1.372
H -2.354 -1.158 -0.128
H -0.074 -1.752 -0.742
H 0.126 -1.752 1.009
*
```

Summary:
- HOMO-LUMO gap (eV) = 9.9
- E (Eh) = -234.60008
- LUMO level (eV) = 1.168
- energy relative to the best compared isomer or geometry (same formula, charge and spin) (eV) = 0.066
- SMILES = CC1=CCCC1

[8]
Density functional theory data (wB97M-V/def2-TZVPD) for a structure of composition C6H10 in a non-equilibrium geometry.

Structure (ORCA input):
```
! wB97M-V def2-TZVPD RIJCOSX def2/J DEFGRID3
* xyz 0 1
C -0.967 0.879 -0.890
C -0.025 -0.079 -0.160
C -0.144 0.040 1.348
C -0.257 -1.524 -0.602
C 1.354 0.272 -0.453
C 2.061 0.892 0.352
H -0.838 1.916 -0.559
H -2.009 0.581 -0.708
H -0.781 0.843 -1.969
H 0.357 -0.721 1.938
H 0.295 1.309 1.442
H -1.152 0.187 1.760
H -1.286 -1.834 -0.380
H -0.095 -1.610 -1.681
H 0.426 -2.223 -0.104
H 3.063 1.073 0.666
*
```

Summary:
- HOMO-LUMO gap (eV) = 10.1
- E (Eh) = -234.46025
- LUMO level (eV) = 0.489
- energy relative to the best compared isomer or geometry (same formula, charge and spin) (eV) = 3.871

[9]
Density functional theory data (wB97M-V/def2-TZVPD) for the molecule C6H10BNOSi in a non-equilibrium geometry.

Structure (ORCA input):
```
! wB97M-V def2-TZVPD RIJCOSX def2/J DEFGRID3
* xyz 0 1
N 2.163 -1.636 -0.443
B 2.571 -0.240 -0.146
O 3.719 0.288 -0.678
Si 1.328 0.838 1.029
C -0.428 0.496 0.375
C -0.996 1.368 -0.524
C -2.248 1.077 -1.017
C -2.876 -0.057 -0.602
C -2.327 -0.920 0.307
C -1.073 -0.643 0.802
H 1.364 -1.538 -1.077
H 1.723 -1.997 0.405
H 4.501 -0.229 -0.450
H 1.368 0.350 2.427
H 1.633 2.283 1.032
H -0.469 2.259 -0.840
H -2.674 1.756 -1.746
H -3.854 -0.304 -1.004
H -2.815 -1.826 0.645
H -0.608 -1.325 1.505
*
```

Summary:
- HOMO-LUMO gap (eV) = 9.5
- E (Eh) = -679.00649
- LUMO level (eV) = 0.554
- SMILES = NB(O)[SiH2]c1ccccc1

[10]
Density functional theory data (wB97M-V/def2-TZVPD) for a structure of composition C6H10Be2BrF2Li2NNaO12PS2 in a non-equilibrium geometry.

Structure (ORCA input):
```
! wB97M-V def2-TZVPD RIJCOSX def2/J DEFGRID3
* xyz 0 1
C -5.423 2.671 -2.469
C -5.233 1.223 -2.733
O -5.930 0.376 -2.196
O -4.236 0.811 -3.682
C -2.822 0.781 -3.023
O -2.436 1.775 -2.541
C -2.044 -0.606 -3.158
S -0.419 -0.631 -2.304
O 0.111 0.686 -2.202
O 0.388 -1.427 -3.193
N -0.759 -1.437 -0.996
S 0.226 -1.118 0.187
O -0.271 -1.798 1.332
O 1.590 -1.467 -0.059
F 0.202 0.384 0.564
H -4.816 2.902 -1.584
H -5.026 3.216 -3.320
H -6.457 2.897 -2.232
H -1.806 -0.803 -4.247
H -2.748 -1.451 -2.766
Li -2.937 -0.036 -5.048
Li -4.613 -1.098 -3.284
C 4.455 -0.662 1.251
C 5.040 0.754 1.214
O 6.166 0.786 0.651
H 5.097 -1.356 1.800
H 3.459 -0.621 1.778
H 4.262 -1.080 0.269
H 5.005 1.100 2.432
H 4.246 1.416 0.788
F -2.066 0.812 -0.311
Be 3.816 0.411 2.938
Br -3.644 -1.171 -0.898
O 3.542 -1.279 7.518
P 4.553 -1.665 6.443
O 4.246 -0.876 5.174
O 4.437 -3.159 6.159
O 5.942 -1.304 6.956
Be 3.014 1.738 5.120
Na -5.781 0.184 -0.032
*
```

Summary:
- HOMO-LUMO gap (eV) = 3.8
- E (Eh) = -5310.12997
- LUMO level (eV) = -3.416

[11]
Density functional theory data (wB97M-V/def2-TZVPD) for a structure of composition C6H10Br2N2O5 in a non-equilibrium geometry.

Structure (ORCA input):
```
! wB97M-V def2-TZVPD RIJCOSX def2/J DEFGRID3
* xyz 0 1
C 1.547 -0.148 1.726
C -0.776 2.006 0.496
C 0.790 0.204 -2.658
C 0.135 -0.447 -0.379
C 0.990 -1.136 0.688
C -1.126 0.533 0.279
N 0.181 -2.189 1.353
N -2.309 0.435 -0.637
O 0.412 -2.353 2.517
O -0.602 -2.775 0.668
O -3.149 1.271 -0.655
O -2.328 -0.521 -1.396
O 0.648 0.482 -1.273
Br 2.412 -2.178 -0.238
Br -1.985 -0.080 1.867
H 2.467 -0.634 2.278
H 0.647 0.127 2.460
H 1.795 0.793 1.316
H -1.528 2.474 1.009
H -0.535 2.457 -0.409
H 0.204 2.218 1.013
H -0.280 0.146 -3.196
H 1.497 -0.498 -2.847
H 1.223 1.142 -3.041
H -0.329 -1.328 -0.941
*
```

Summary:
- HOMO-LUMO gap (eV) = 9.9
- E (Eh) = -5868.08827
- LUMO level (eV) = -0.628
- energy relative to the best compared isomer or geometry (same formula, charge and spin) (eV) = 0.000

[12]
Density functional theory data (wB97M-V/def2-TZVPD) for the molecule C6H10BrClN2 in a non-equilibrium geometry.

Structure (ORCA input):
```
! wB97M-V def2-TZVPD RIJCOSX def2/J DEFGRID3
* xyz 0 1
C 0.648 1.968 -0.779
N -0.030 1.119 0.213
C 0.426 1.353 1.555
C 0.663 0.034 2.175
C 0.464 -0.883 1.222
N -0.091 -0.288 0.023
C -0.635 -0.816 -1.125
Br 0.970 -1.393 -2.617
C -1.368 -2.105 -1.038
Cl -2.796 -2.001 0.054
H 0.301 1.806 -1.749
H 0.655 3.010 -0.353
H 1.722 1.842 -0.960
H -0.520 1.898 1.928
H 1.479 1.854 1.601
H 1.383 -0.111 2.921
H 0.401 -1.990 1.154
H -1.120 -0.041 -1.690
H -0.785 -2.903 -0.579
H -1.766 -2.354 -1.954
*
```

Summary:
- HOMO-LUMO gap (eV) = 7.9
- E (Eh) = -3378.22680
- LUMO level (eV) = 0.108
- energy relative to the best compared isomer or geometry (same formula, charge and spin) (eV) = 0.000
- SMILES = CN1CC=CN1[C@@H](Br)CCl

[13]
Density functional theory data (wB97M-V/def2-TZVPD) for the ion C6H10BrN2 with charge +1 in a non-equilibrium geometry.

Structure (ORCA input):
```
! wB97M-V def2-TZVPD RIJCOSX def2/J DEFGRID3
* xyz 1 1
C -1.001 0.431 0.984
C 0.048 -0.434 0.708
C -0.913 1.210 -1.276
C 2.031 -2.330 0.184
C -2.482 2.287 0.262
C 1.712 -1.248 -0.886
N -1.369 1.304 0.004
N 0.619 -0.385 -0.421
Br -0.026 2.523 -2.086
H -1.445 0.641 1.899
H 0.291 -1.294 1.462
H 1.262 -3.094 0.304
H 2.459 -1.971 1.132
H 2.934 -2.869 -0.251
H -3.276 1.874 -0.420
H -2.853 2.414 1.293
H -1.975 3.267 -0.026
H 1.502 -1.739 -1.776
H 2.482 -0.585 -1.093
*
```

Summary:
- HOMO-LUMO gap (alpha / beta) (eV) = 7.4 / 7.4
- E (Eh) = -2917.72118
- LUMO level (alpha / beta) (eV) = -5.489 / -5.489
- energy relative to the best compared isomer or geometry (same formula, charge and spin) (eV) = 4.485

[14]
Density functional theory data (wB97M-V/def2-TZVPD) for the molecule C6H10BrNO3.

Structure (ORCA input):
```
! wB97M-V def2-TZVPD RIJCOSX def2/J DEFGRID3
* xyz 0 1
C 1.683 0.777 0.939
N 1.096 -0.228 0.033
C 2.106 -1.135 -0.514
C 0.280 0.293 -0.965
O 0.421 0.040 -2.134
C -0.891 1.139 -0.471
C -2.275 0.482 -0.475
Br -2.563 -0.832 -1.902
O -2.596 -0.051 0.784
C -1.881 -1.105 1.279
O -1.341 -1.060 2.333
H 2.767 0.786 0.811
H 1.321 1.782 0.726
H 1.458 0.544 1.982
H 1.620 -1.921 -1.087
H 2.821 -0.611 -1.157
H 2.643 -1.588 0.321
H -0.937 2.051 -1.070
H -0.737 1.420 0.572
H -3.039 1.228 -0.662
H -1.955 -2.010 0.656
*
```

Summary:
- HOMO-LUMO gap (eV) = 10.4
- E (Eh) = -3089.09886
- LUMO level (eV) = 0.705
- energy relative to the best compared isomer or geometry (same formula, charge and spin) (eV) = 0.000
- SMILES = CN(C)C(=O)C[C@@H](Br)OC=O